An isolated molecule of C22H25NO3S. Source: OMol25; level of theory: ωB97M-V/def2-TZVPD.

The value obtained for the lowest unoccupied orbital energy is 0.6 eV. The structure (SMILES) is O=C(COC(=O)CCC1CCCC1)Nc1ccccc1Sc1ccccc1. Its orbital gap is 0.3343 hartree. The value obtained for the electronic energy is -41689.10828 eV.

Last column: natural (NBO) charge in e.
Atoms and positions in Å:
O (3.720, 1.770, -1.873)  -0.60
C (2.614, 1.620, -1.411)  0.67
N (2.068, 0.449, -1.008)  -0.65
C (2.642, -0.818, -0.960)  0.23
C (3.775, -1.156, -1.692)  -0.25
C (4.288, -2.439, -1.628)  -0.19
C (3.682, -3.403, -0.840)  -0.23
C (2.564, -3.075, -0.094)  -0.19
C (2.052, -1.790, -0.142)  -0.24
S (0.601, -1.406, 0.825)  0.27
C (1.172, -0.050, 1.833)  -0.19
C (0.214, 0.800, 2.370)  -0.18
C (0.608, 1.873, 3.147)  -0.21
C (1.953, 2.102, 3.387)  -0.22
C (2.902, 1.241, 2.863)  -0.18
C (2.518, 0.159, 2.092)  -0.24
H (3.264, -0.514, 1.694)  0.23
H (3.951, 1.406, 3.055)  0.22
H (2.260, 2.947, 3.985)  0.22
H (-0.138, 2.534, 3.561)  0.22
H (-0.831, 0.612, 2.179)  0.21
H (2.084, -3.809, 0.536)  0.23
H (4.081, -4.405, -0.797)  0.22
H (5.167, -2.686, -2.203)  0.22
H (4.242, -0.403, -2.305)  0.25
H (1.152, 0.518, -0.572)  0.43
C (1.670, 2.811, -1.206)  -0.18
H (2.140, 3.504, -0.501)  0.22
H (1.531, 3.319, -2.167)  0.24
O (0.409, 2.428, -0.678)  -0.53
C (-0.677, 2.569, -1.469)  0.81
O (-0.643, 3.063, -2.561)  -0.59
C (-1.890, 1.977, -0.804)  -0.50
H (-1.755, 1.996, 0.276)  0.22
H (-2.765, 2.564, -1.083)  0.23
C (-2.064, 0.532, -1.298)  -0.38
C (-3.332, -0.121, -0.758)  -0.21
C (-3.556, -1.523, -1.331)  -0.40
C (-4.542, -2.193, -0.365)  -0.41
H (-4.284, -3.240, -0.211)  0.21
H (-5.555, -2.159, -0.765)  0.20
C (-4.457, -1.392, 0.949)  -0.40
H (-4.279, -2.036, 1.808)  0.21
H (-5.391, -0.857, 1.123)  0.20
C (-3.316, -0.393, 0.746)  -0.41
H (-3.453, 0.506, 1.345)  0.21
H (-2.364, -0.856, 1.014)  0.20
H (-3.931, -1.498, -2.353)  0.21
H (-2.606, -2.060, -1.332)  0.20
H (-4.194, 0.510, -1.000)  0.19
H (-2.103, 0.540, -2.390)  0.22
H (-1.202, -0.066, -0.994)  0.21

***

An isolated molecule of C22H25NO4S. Source: OMol25; level of theory: ωB97M-V/def2-TZVPD.

The value obtained for the lowest unoccupied orbital energy is 0.6 eV. The structure (SMILES) is C#CCNC(=O)C1=C[C@H](c2csc3ccccc23)[C@@H](CCCO)[C@H](OCC)O1. Its orbital gap is 0.3190 hartree. The value obtained for the electronic energy is -43733.40715 eV.

Last column: natural (NBO) charge in e.
Atoms and positions in Å:
C (6.008, 2.930, -0.165)  -0.22
C (5.688, 1.866, -0.610)  -0.03
C (5.248, 0.572, -1.098)  -0.31
N (3.934, 0.240, -0.590)  -0.59
C (2.881, 0.005, -1.400)  0.63
O (2.956, -0.026, -2.615)  -0.62
C (1.603, -0.232, -0.673)  0.18
C (0.468, -0.475, -1.328)  -0.19
C (-0.838, -0.722, -0.648)  -0.30
C (-1.780, 0.429, -0.889)  -0.06
C (-1.411, 1.660, -1.306)  -0.35
S (-2.718, 2.785, -1.428)  0.39
C (-3.843, 1.567, -0.900)  -0.21
C (-5.212, 1.715, -0.734)  -0.20
C (-5.942, 0.623, -0.313)  -0.22
C (-5.318, -0.599, -0.065)  -0.22
C (-3.958, -0.746, -0.230)  -0.21
C (-3.193, 0.344, -0.649)  -0.01
H (-3.484, -1.697, -0.040)  0.21
H (-5.912, -1.440, 0.259)  0.21
H (-7.009, 0.715, -0.176)  0.21
H (-5.685, 2.664, -0.933)  0.22
H (-0.424, 1.996, -1.555)  0.24
H (-1.300, -1.620, -1.072)  0.24
C (-0.647, -0.948, 0.868)  -0.24
C (-0.488, -2.416, 1.287)  -0.40
C (0.759, -3.181, 0.831)  -0.43
C (0.699, -3.680, -0.613)  -0.06
O (-0.523, -4.362, -0.820)  -0.74
H (-0.519, -4.744, -1.703)  0.47
H (0.795, -2.844, -1.317)  0.17
H (1.547, -4.360, -0.781)  0.16
H (0.850, -4.057, 1.476)  0.21
H (1.657, -2.576, 0.955)  0.22
H (-0.508, -2.438, 2.380)  0.21
H (-1.358, -2.970, 0.932)  0.23
C (0.482, -0.046, 1.386)  0.40
O (0.014, 1.264, 1.313)  -0.55
C (0.873, 2.248, 1.861)  -0.06
C (0.148, 3.582, 1.813)  -0.62
H (-0.772, 3.524, 2.387)  0.21
H (-0.104, 3.828, 0.785)  0.21
H (0.782, 4.363, 2.224)  0.21
H (1.807, 2.299, 1.284)  0.17
H (1.125, 1.976, 2.898)  0.16
O (1.707, -0.197, 0.700)  -0.54
H (0.740, -0.304, 2.431)  0.16
H (-1.547, -0.581, 1.372)  0.24
H (0.493, -0.461, -2.406)  0.25
H (3.777, 0.270, 0.405)  0.42
H (5.975, -0.196, -0.802)  0.22
H (5.166, 0.588, -2.190)  0.27
H (6.311, 3.866, 0.200)  0.23

***

A cluster of 4 separate species, C22H25NO8P in total in a non-equilibrium geometry. Source: OMol25; level of theory: ωB97M-V/def2-TZVPD.

The value obtained for the lowest unoccupied orbital energy is -0.5 eV. Its orbital gap is 0.1325 hartree. The value obtained for the electronic energy is -50373.99399 eV. As for the net charge: -1.

Last column: natural (NBO) charge in e.
Atoms and positions in Å:
C (-8.179, -3.377, 3.848)  -0.64
C (-7.610, -1.980, 3.438)  -0.22
N (-6.384, -1.591, 4.115)  -0.65
C (-5.197, -2.190, 3.548)  0.23
C (-4.362, -1.339, 2.546)  -0.10
O (-3.683, -2.141, 1.599)  -0.85
P (-4.524, -3.693, 1.461)  0.99
O (-5.278, -3.489, 3.050)  -0.84
H (-8.266, -3.973, 2.928)  0.22
H (-7.472, -3.914, 4.485)  0.22
H (-9.188, -3.334, 4.274)  0.18
H (-8.377, -1.237, 3.723)  0.17
H (-7.529, -1.912, 2.353)  0.21
H (-6.444, -1.742, 5.105)  0.35
H (-4.522, -2.288, 4.429)  0.13
H (-4.947, -0.595, 1.974)  0.15
H (-3.595, -0.736, 3.060)  0.16
H (-3.843, -3.926, 0.191)  -0.17
H (-3.439, -4.430, 2.093)  -0.16
H (-5.340, -4.889, 1.353)  -0.16
H (-5.616, -2.963, 0.846)  -0.19
C (0.998, -0.225, -1.689)  -0.23
C (1.320, -0.292, -0.400)  -0.24
C (0.302, -0.620, 0.628)  0.48
O (0.602, -0.673, 1.803)  -0.50
C (-1.083, -0.872, 0.168)  -0.22
C (-1.401, -0.804, -1.125)  -0.24
C (-0.387, -0.477, -2.151)  0.48
O (-0.672, -0.415, -3.332)  -0.52
H (1.726, 0.014, -2.454)  0.22
H (2.323, -0.113, -0.047)  0.24
H (-1.818, -1.112, 0.930)  0.29
H (-2.408, -0.985, -1.479)  0.24
C (2.553, 3.241, 0.185)  -0.23
C (2.573, 4.493, 0.639)  -0.22
C (3.827, 5.279, 0.665)  0.47
O (3.847, 6.420, 1.079)  -0.49
C (5.058, 4.623, 0.168)  -0.23
C (5.039, 3.371, -0.286)  -0.23
C (3.784, 2.587, -0.312)  0.49
O (3.767, 1.446, -0.728)  -0.52
H (1.647, 2.649, 0.159)  0.24
H (1.684, 4.990, 1.006)  0.23
H (5.965, 5.214, 0.196)  0.23
H (5.928, 2.871, -0.651)  0.25
C (7.586, 1.581, -5.384)  -0.23
C (7.912, 1.524, -4.094)  -0.24
C (6.902, 1.200, -3.061)  0.49
O (7.203, 1.155, -1.885)  -0.50
C (5.516, 0.939, -3.513)  -0.24
C (5.191, 0.996, -4.805)  -0.22
C (6.200, 1.320, -5.837)  0.47
O (5.907, 1.371, -7.013)  -0.49
H (8.309, 1.817, -6.154)  0.23
H (8.919, 1.711, -3.743)  0.23
H (4.791, 0.704, -2.744)  0.26
H (4.184, 0.810, -5.156)  0.24

***

A structure of composition C22H26BBrLaN6O2 in a non-equilibrium geometry. Source: OMol25; level of theory: ωB97M-V/def2-TZVPD.

The value obtained for the lowest unoccupied orbital energy is -2.6 eV. Its orbital gap is 0.3387 hartree. The value obtained for the electronic energy is -107849.93629 eV. As for the net charge: +1.

Last column: Mulliken charge in e.
Atoms and positions in Å:
La (0.061, -0.719, 0.602)  1.31
C (-3.240, -2.019, -0.701)  -1.45
C (-2.652, -0.877, -1.453)  0.88
C (-3.126, -0.222, -2.585)  -1.28
C (-2.185, 0.756, -2.877)  1.01
C (-2.203, 1.754, -3.974)  -1.28
N (-1.204, 0.674, -1.961)  1.16
N (-1.491, -0.320, -1.079)  -0.94
B (0.066, 1.557, -1.867)  -0.61
N (1.334, 0.674, -1.964)  1.28
N (1.622, -0.325, -1.086)  -1.05
C (2.783, -0.878, -1.461)  0.66
C (3.385, -2.019, -0.722)  -1.07
C (3.257, -0.216, -2.592)  -1.23
C (2.315, 0.759, -2.880)  1.10
C (2.331, 1.759, -3.976)  -1.29
N (0.067, 2.292, -0.502)  0.79
N (0.084, 1.651, 0.703)  -0.87
C (0.092, 2.596, 1.655)  0.63
C (0.128, 2.265, 3.100)  -0.76
C (0.076, 3.853, 1.062)  -1.48
C (0.063, 3.622, -0.303)  1.20
C (0.059, 4.638, -1.382)  -1.28
H (-4.163, -2.340, -1.175)  0.35
H (-3.464, -1.732, 0.329)  0.30
H (-2.546, -2.861, -0.684)  0.31
H (-4.031, -0.425, -3.120)  0.49
H (-3.092, 1.620, -4.581)  0.36
H (-1.325, 1.646, -4.607)  0.25
H (-2.205, 2.763, -3.567)  0.25
H (0.065, 2.339, -2.741)  -0.09
H (2.744, -2.321, 0.113)  0.09
H (4.369, -1.753, -0.339)  0.30
H (3.509, -2.872, -1.387)  0.32
H (4.163, -0.417, -3.126)  0.51
H (3.219, 1.626, -4.584)  0.35
H (2.333, 2.767, -3.568)  0.25
H (1.453, 1.650, -4.609)  0.25
H (0.228, 1.186, 3.246)  -0.23
H (-0.779, 2.607, 3.596)  0.31
H (0.969, 2.762, 3.577)  0.31
H (0.074, 4.797, 1.567)  0.50
H (0.059, 5.626, -0.932)  0.35
H (-0.821, 4.535, -2.012)  0.24
H (0.941, 4.536, -2.012)  0.24
Br (-0.499, -0.283, 5.733)  -0.17
C (-0.353, -2.062, 5.066)  -0.51
C (-0.399, -3.138, 5.939)  -0.33
C (-0.330, -4.424, 5.429)  -0.58
C (-0.213, -4.632, 4.065)  -0.63
C (-0.150, -3.548, 3.196)  0.83
C (-0.220, -2.256, 3.703)  1.04
C (-0.017, -3.794, 1.704)  0.43
O (0.012, -4.915, 1.260)  -0.59
O (0.063, -2.718, 0.978)  -0.56
H (-0.493, -2.963, 7.000)  0.42
H (-0.374, -5.263, 6.106)  0.42
H (-0.171, -5.626, 3.648)  0.52
H (-0.180, -1.371, 3.033)  -0.71

***

Which of these has the lowest electronic energy?
C22H26BBrLaN6O2